48
Properties=species:S:1:pos:R:3:forces:R:3:lowdin_spin:R:1 method="wB97M-V/def2-TZVPD" homo_lumo_gap_ev="9.82 / 3.45" charge=+1 e_above_lowest_kj_mol=125.1 s2=0.759 homo_energy_ev="-12.1 / -12.1" molar_mass_da=360.336 total_energy_ha=-1351.3176 spin_multiplicity=2
C -3.194871 -0.464172 0.722762 1.11 0.60 0.74 0.069
O -4.365709 -0.373637 0.795712 -4.97 -0.05 -0.25 0.315
N -2.457377 -0.573882 1.774161 1.24 -0.01 4.97 0.283
N -2.456795 -0.502733 -0.319128 1.37 -0.18 -4.44 0.251
H -1.469015 -0.781239 1.789759 0.33 -0.34 -0.21 0.007
H -2.967417 -0.547528 2.645516 0.31 0.10 0.40 0.004
H -2.882365 -0.476671 -1.234715 0.30 0.20 -0.63 0.003
H -1.528388 -0.866325 -0.158009 0.80 -0.01 -0.52 0.002
C -1.353636 -0.391569 -3.595394 1.84 -3.90 0.10 0.001
O -2.085550 0.445618 -3.210602 -2.50 3.74 1.06 0.008
N -0.599361 -1.138397 -2.801650 1.67 -0.90 4.24 0.001
N -1.209156 -0.945796 -4.769687 -1.21 0.57 -5.00 0.000
H -0.133990 -1.992694 -3.073137 0.03 0.48 0.11 0.000
H -0.535722 -0.864112 -1.831693 0.58 -0.15 -0.26 0.000
H -1.651765 -0.477379 -5.547361 0.04 -0.44 -0.12 0.000
H -0.736256 -1.823551 -4.930955 -0.10 0.58 -0.03 0.000
C -0.783471 -4.716305 -0.850576 4.74 -0.38 1.75 0.000
O 0.405917 -4.930866 -0.668334 1.07 0.36 -0.66 0.001
N -1.618069 -5.645685 -1.045261 -2.82 -4.63 -1.41 0.000
N -1.355665 -3.590074 -0.644194 -1.66 5.42 0.52 0.000
H -2.572156 -5.437896 -0.787115 0.11 -1.24 -0.09 0.000
H -1.088783 -6.497825 -0.927717 -1.24 -0.81 -0.02 0.000
H -2.325516 -3.558628 -0.924370 0.33 0.98 -0.09 0.000
H -0.720095 -2.805353 -0.663083 -0.43 0.23 0.08 0.000
C 1.320841 0.015357 0.786814 -3.78 0.64 -1.41 0.001
O 0.525445 -0.765819 0.237498 -2.52 -0.63 -0.32 0.004
N 1.096714 1.224721 1.229499 -3.62 2.93 0.77 0.002
N 2.528737 -0.231644 0.909788 6.82 -2.45 0.62 0.002
H 1.815904 1.850628 1.562822 0.15 -0.16 0.01 0.000
H 0.209786 1.688669 1.094479 0.30 -0.32 0.34 0.000
H 2.939047 -1.092176 0.576295 0.07 0.32 0.24 0.000
H 2.995743 0.568294 1.312403 1.42 -0.62 -0.14 0.000
C -1.566229 3.327702 0.743157 0.47 0.70 2.85 0.002
O -1.413482 3.175683 1.955206 0.12 -0.89 -0.34 0.022
N -1.892752 4.487724 0.223390 -1.21 3.24 -0.12 0.000
N -1.344036 2.480795 -0.233745 -0.02 -2.73 -2.33 0.023
H -2.122745 4.601537 -0.753459 0.10 0.33 0.41 0.000
H -2.109174 5.212754 0.892412 -0.07 0.05 -0.40 0.000
H -1.172729 1.493481 -0.107364 -0.21 0.33 -0.11 0.000
H -1.867774 2.781244 -1.043390 0.52 -1.07 -0.51 0.000
C 4.559570 2.401728 2.281247 -4.54 0.38 3.55 0.000
O 3.412346 2.399012 1.771678 1.72 0.34 -0.57 0.000
N 5.656803 1.998457 1.793369 3.25 -1.93 -4.54 0.000
N 4.705054 2.672669 3.573783 -0.45 1.04 2.84 0.000
H 5.477529 1.615360 0.876200 0.98 -0.13 -0.20 0.000
H 6.439266 1.664962 2.338017 -0.26 0.21 -0.25 0.000
H 5.579368 2.537270 4.060952 -0.19 0.18 -0.24 0.000
H 3.911978 2.848293 4.174024 0.04 0.05 -0.43 0.000

---

47
Properties=species:S:1:pos:R:3:forces:R:3:lowdin_spin:R:1 method="wB97M-V/def2-TZVPD" homo_lumo_gap_ev="6.12 / 6.50" charge=+3 e_above_lowest_kj_mol=0.0 s2=0.762 homo_energy_ev="-17.8 / -17.9" molar_mass_da=565.676 total_energy_ha=-1614.7034 spin_multiplicity=2
Re 0.181500 -0.162900 0.062300 -1.42 3.92 0.25 0.809
N 2.484800 -1.799500 -0.801100 -0.47 0.32 -0.32 -0.002
C 3.025000 -0.621500 -0.293000 1.09 0.01 0.05 0.010
C 4.383100 -0.340900 -0.477000 -0.40 0.10 0.08 -0.002
C 4.937200 0.731500 0.197500 -0.30 -0.23 -0.08 0.009
C 4.123200 1.487400 1.037800 -0.60 -0.07 -0.02 0.000
C 2.770900 1.207300 1.088900 0.78 0.94 0.76 0.006
N 2.215100 0.189900 0.415100 -0.31 -0.98 -0.50 0.007
C 1.602700 -2.630200 -0.123400 0.15 -1.05 0.07 -0.001
C 1.752900 -4.015300 -0.246800 -0.10 0.21 0.07 0.000
C 0.951600 -4.856900 0.495800 0.09 0.37 -0.13 0.000
C 0.015100 -4.292200 1.362800 -0.10 0.58 0.06 -0.001
C -0.124100 -2.921000 1.392400 -0.45 -0.92 0.72 0.001
N 0.624200 -2.089600 0.643000 0.61 0.21 -0.47 -0.004
H 3.106000 -2.296700 -1.432900 -0.14 0.11 0.06 0.000
H 4.997600 -0.965900 -1.107400 -0.02 -0.17 -0.01 0.000
H 5.990500 0.948700 0.100200 0.08 0.02 -0.01 0.000
H 4.533600 2.287600 1.631200 -0.06 0.15 0.04 0.000
H 2.103000 1.795100 1.705100 0.02 -0.01 -0.08 0.001
H 2.513300 -4.413000 -0.899400 0.15 -0.03 -0.07 0.000
H 1.068700 -5.928100 0.424300 0.02 -0.08 0.00 0.000
H -0.591100 -4.914000 2.000900 -0.13 0.01 0.06 0.000
H -0.851300 -2.449100 2.039400 0.01 0.03 -0.04 0.000
O -0.010800 1.593500 -0.993800 0.95 -2.57 0.25 -0.024
N -0.576100 2.694600 -0.539100 -0.93 1.04 1.26 0.006
C -0.699500 3.757700 -1.351000 -0.02 0.44 -0.48 0.005
C -1.312000 4.909200 -0.902500 0.11 -0.26 0.03 0.014
C -1.802100 4.965900 0.400100 0.15 -0.30 0.04 -0.002
C -1.653700 3.861800 1.228000 0.01 0.01 -0.24 0.017
C -1.025200 2.723900 0.736900 -0.10 -0.21 0.14 0.002
S -0.743300 1.297400 1.725500 0.93 -1.28 -1.39 0.119
H -0.301700 3.641400 -2.350200 0.00 -0.08 0.04 0.000
H -1.408300 5.752800 -1.569500 0.04 -0.02 -0.08 0.001
H -2.284900 5.859800 0.765400 -0.05 0.05 0.03 0.000
H -2.032200 3.866200 2.239700 0.05 -0.02 0.08 0.000
C -5.052100 -2.107400 -0.203300 -1.21 -0.21 0.50 0.000
N -3.716000 -1.726400 -0.577200 1.03 0.54 0.33 0.000
C -3.100100 -2.014800 -1.755600 0.93 0.10 -0.58 0.001
C -1.844100 -1.480600 -1.686300 -0.53 -0.65 -0.90 0.007
N -1.696300 -0.865300 -0.475200 0.34 0.02 0.38 0.014
C -2.855900 -1.036400 0.170500 -0.33 0.10 0.46 0.005
H -5.527800 -2.638300 -1.025300 0.12 0.04 0.03 0.000
H -5.649800 -1.226100 0.031100 0.08 -0.01 -0.10 0.000
H -5.041700 -2.751700 0.678600 0.11 0.02 -0.17 0.000
H -3.576200 -2.553700 -2.550400 -0.15 -0.09 -0.10 0.000
H -1.067700 -1.475700 -2.431000 0.02 -0.05 -0.13 0.001
H -3.070500 -0.662200 1.155400 -0.08 0.00 0.09 0.001

---

16
Properties=species:S:1:pos:R:3:forces:R:3:lowdin_spin:R:1 method="wB97M-V/def2-TZVPD" homo_lumo_gap_ev="5.57 / 6.78" charge=+2 e_above_lowest_kj_mol=32.3 s2=0.754 homo_energy_ev="-17.9 / -19.2" molar_mass_da=173.828 total_energy_ha=-2306.8241 spin_multiplicity=2
C -2.108905 1.447416 0.184977 2.44 4.05 -1.89 0.000
O -1.904650 0.139944 0.534322 -1.97 -2.26 1.65 -0.001
H -1.309660 1.773775 -0.685742 -2.31 -0.56 1.43 0.000
H -3.161431 1.673285 -0.067463 0.65 -0.47 -0.18 0.000
H -1.773198 2.117969 0.999265 -0.50 -0.41 -0.12 0.000
O 0.095990 -0.494864 -1.551590 -0.58 1.21 0.08 0.000
C 1.006626 0.358274 -1.543059 2.04 -3.63 -1.03 -0.001
C 2.000035 0.216463 -0.425536 0.14 2.35 0.20 0.010
O 1.283611 -0.228910 0.718083 -1.45 0.20 -0.92 0.194
C 1.930131 -1.015236 1.631336 0.93 -1.43 1.32 0.711
Ga -0.568663 -0.804117 0.244316 1.64 0.33 -0.88 0.012
H 1.427738 0.711820 -2.499206 -0.88 0.78 0.09 0.000
H 2.447919 1.197805 -0.201124 0.07 -0.30 0.14 0.003
H 2.799944 -0.473189 -0.739850 -0.28 -0.03 -0.12 0.002
H 1.379093 -1.150128 2.559762 0.39 0.07 -0.13 0.036
H 2.909921 -1.393216 1.339191 -0.32 0.10 0.36 0.035

---

7
Properties=species:S:1:pos:R:3:forces:R:3:nbo_charge:R:1 method="wB97M-V/def2-TZVPD" homo_lumo_gap_ev=11.88 e_above_lowest_kj_mol=253.9 smiles=COC#N homo_energy_ev=-11.5 molar_mass_da=57.052 total_energy_ha=-207.9010 spin_multiplicity=1
C -0.092006 -0.232042 0.068357 -1.51 1.95 2.48 -0.241
O -0.895978 -1.268929 0.582605 -2.27 -4.81 -4.25 -0.462
C -1.445696 -2.115358 -0.608533 3.14 4.44 6.50 0.518
N -1.854874 -2.667545 -1.505030 -0.93 -1.30 -1.90 -0.381
H -0.329008 -0.029715 -0.896889 -0.43 0.48 -2.99 0.189
H 0.946133 -0.263100 0.215489 1.41 -0.89 0.35 0.187
H -0.499013 0.616586 0.642656 0.58 0.12 -0.18 0.189

---

14
Properties=species:S:1:pos:R:3:forces:R:3:nbo_charge:R:1 method="wB97M-V/def2-TZVPD" homo_lumo_gap_ev=11.03 e_above_lowest_kj_mol=238.8 homo_energy_ev=-10.2 molar_mass_da=124.719 total_energy_ha=-1120.6968 spin_multiplicity=1
C -0.569378 0.017711 0.546172 -1.01 3.07 -0.33 -0.833
C 0.702272 0.598080 -0.163002 -0.83 -0.81 0.39 -0.546
Si -2.253839 -0.120042 -0.408040 0.22 0.83 1.73 0.861
Si 2.427173 -0.145495 0.216373 -2.49 -1.34 -0.36 0.880
Cl 0.616535 0.131101 -1.948711 -0.32 0.50 0.22 -0.106
H -0.423914 -0.849467 1.089518 0.54 -2.44 0.42 0.235
H -0.948650 0.632343 1.402878 0.88 0.45 -0.57 0.234
H 0.661389 1.663737 -0.049209 0.00 0.63 -0.58 0.223
H -2.010673 -1.284229 -1.148275 -0.32 -1.10 -1.46 -0.166
H -2.932481 1.103611 -0.988341 0.80 -0.48 -0.17 -0.139
H -3.244234 -0.457313 0.661163 0.21 -0.09 -0.06 -0.177
H 2.962530 0.320513 1.450799 0.72 0.45 0.77 -0.166
H 3.132415 -0.074308 -1.037673 0.88 0.27 -0.12 -0.135
H 1.880855 -1.536242 0.376347 0.72 0.07 0.11 -0.163